Density functional theory data (ωB97M-V/def2-TZVPD) for C26H28CoN4O4S as an isolated structure.

XYZ file:
```
64
Properties=species:S:1:pos:R:3:lowdin_charge:R:1
Co 0.242 -0.050 -0.196 0.475
O 0.046 -0.035 1.791 -0.191
N 0.656 -0.976 2.498 -0.183
C 0.527 -0.880 3.842 -0.024
C 1.106 -1.788 4.681 -0.064
C 1.848 -2.833 4.122 -0.076
C 1.969 -2.914 2.761 -0.090
C 1.365 -1.975 1.901 -0.632
S 1.494 -2.049 0.194 0.736
H -0.064 -0.036 4.159 0.135
H 0.978 -1.680 5.748 0.105
H 2.324 -3.569 4.756 0.107
H 2.533 -3.707 2.292 0.103
O -1.363 -1.262 -0.299 -0.103
C -2.343 -1.019 -1.329 -0.289
C -1.813 0.184 -2.157 -0.551
O -2.452 0.588 -3.103 0.101
O -0.663 0.639 -1.775 -0.099
C -2.429 -2.271 -2.185 -0.142
C -1.584 -2.433 -3.279 -0.001
C -1.584 -3.619 -3.994 -0.066
C -2.424 -4.659 -3.621 -0.086
C -3.259 -4.510 -2.525 -0.074
C -3.262 -3.320 -1.811 -0.021
C -3.657 -0.619 -0.677 -0.150
C -4.810 -0.506 -1.448 -0.026
C -6.000 -0.104 -0.868 -0.073
C -6.052 0.197 0.487 -0.094
C -4.903 0.099 1.254 -0.079
C -3.706 -0.306 0.676 -0.010
H -1.216 -2.211 -0.192 0.101
H -0.930 -1.625 -3.581 0.126
H -0.927 -3.731 -4.847 0.105
H -2.428 -5.582 -4.185 0.101
H -3.915 -5.317 -2.227 0.103
H -3.924 -3.202 -0.962 0.123
H -4.765 -0.721 -2.507 0.125
H -6.891 -0.021 -1.477 0.103
H -6.984 0.508 0.940 0.098
H -4.931 0.341 2.309 0.100
H -2.808 -0.377 1.275 0.107
C 0.516 5.359 -0.375 -0.163
C -0.053 4.375 -1.372 -0.177
N 0.224 3.031 -0.910 0.084
C 1.382 2.663 -0.316 -0.326
N 1.604 1.388 -0.088 -0.002
C 2.824 1.056 0.645 -0.229
C 3.973 1.971 0.273 -0.160
C 3.565 3.386 0.596 -0.166
N 2.241 3.661 0.059 -0.035
C 1.995 5.067 -0.230 -0.163
H 0.014 5.238 0.587 0.123
H 0.373 6.387 -0.710 0.116
H 0.378 4.555 -2.366 0.125
H -1.134 4.476 -1.463 0.125
H -0.248 2.272 -1.401 0.090
H 3.075 0.023 0.424 0.059
H 2.638 1.115 1.727 0.122
H 4.186 1.873 -0.794 0.124
H 4.875 1.705 0.826 0.118
H 4.259 4.110 0.161 0.121
H 3.565 3.545 1.682 0.128
H 2.526 5.356 -1.147 0.129
H 2.428 5.647 0.588 0.123
```

Output
E_LUMO (alpha / beta)	0.6502 / 0.6527	eV
energy	-3308.55452	Ha
⟨S²⟩	1.0520
gap between HOMO and LUMO (alpha / beta)	8.4 / 8.3	eV
spin multiplicity	2


Density functional theory data (ωB97M-V/def2-TZVPD) for C26H28FN5O5S as an isolated structure.

XYZ file:
```
66
Properties=species:S:1:pos:R:3:lowdin_charge:R:1
C 4.913 -4.031 -6.119 -0.065
C 4.501 -3.269 -4.870 -0.264
O 3.222 -3.734 -4.486 -0.049
C 2.640 -3.223 -3.372 -0.266
C 1.395 -3.757 -3.035 0.003
C 0.719 -3.304 -1.925 -0.022
C 1.256 -2.304 -1.117 -0.185
C 2.493 -1.774 -1.456 -0.026
C 3.184 -2.229 -2.565 0.004
H 4.146 -1.796 -2.789 0.106
H 2.940 -1.016 -0.835 0.114
C 0.464 -1.821 0.064 -0.113
N -0.232 -0.553 -0.225 0.062
C -1.417 -0.317 0.391 -0.420
O -1.899 -1.143 1.178 0.007
C -2.140 0.902 0.099 -0.297
C -3.356 1.237 0.709 -0.270
N -3.985 0.554 1.668 0.176
H -3.638 -0.365 1.897 0.093
H -4.894 0.896 1.953 0.092
C -3.835 2.475 0.170 -0.259
N -3.073 3.017 -0.754 -0.259
S -1.749 2.142 -1.057 1.123
C -5.107 3.099 0.590 -0.485
O -5.841 2.589 1.421 0.050
N -5.375 4.264 -0.028 0.177
H -4.728 4.622 -0.709 0.093
H -6.223 4.760 0.187 0.117
C 0.497 0.435 -0.928 -0.314
C 1.162 1.429 -0.218 0.041
C 1.903 2.357 -0.924 -0.261
C 2.007 2.319 -2.303 0.005
C 1.343 1.321 -2.993 -0.056
C 0.588 0.380 -2.314 -0.050
H 0.069 -0.398 -2.850 0.132
H 1.414 1.274 -4.068 0.113
H 2.601 3.060 -2.814 0.121
F 2.541 3.329 -0.247 0.073
H 1.111 1.474 0.858 0.136
C 1.283 -1.585 1.354 -0.422
O 2.451 -1.263 1.375 0.083
N 0.525 -1.748 2.456 0.090
H -0.475 -1.856 2.324 0.111
C 0.988 -1.371 3.769 -0.101
H 0.463 -1.972 4.513 0.131
H 2.059 -1.581 3.828 0.131
C 0.778 0.133 4.059 -0.317
H 1.394 0.704 3.356 0.146
C -0.697 0.546 4.030 -0.120
H -0.772 1.620 3.851 0.123
H -1.273 0.024 3.271 0.089
C -1.147 0.214 5.453 -0.148
H -1.499 -0.816 5.513 0.106
C 0.141 0.397 6.271 -0.188
H 0.137 1.336 6.834 0.118
O 1.228 0.455 5.358 -0.098
H 0.298 -0.427 6.976 0.117
H -1.943 0.869 5.799 0.109
H -0.326 -2.547 0.286 0.150
H -0.243 -3.732 -1.680 0.118
H 0.982 -4.531 -3.663 0.117
H 4.464 -2.191 -5.078 0.125
H 5.224 -3.446 -4.061 0.126
H 4.946 -5.097 -5.909 0.078
H 5.895 -3.701 -6.447 0.076
H 4.193 -3.858 -6.914 0.077
```

Output
E_LUMO	-0.2028	eV
energy	-2155.68393	Ha
gap between HOMO and LUMO	8.1	eV


Density functional theory data (ωB97M-V/def2-TZVPD) for C26H28FeO3 as an isolated structure at a distorted geometry.

XYZ file:
```
58
Properties=species:S:1:pos:R:3:lowdin_charge:R:1
C -0.528 5.201 -1.515 -0.267
C -1.344 4.214 -0.718 -0.261
O -0.444 3.274 -0.102 -0.120
C -0.951 2.224 0.622 -0.410
C 0.020 1.947 1.697 0.008
C -0.414 1.338 2.932 -0.341
O -1.577 1.024 3.162 0.074
C 0.678 1.069 4.008 -0.124
C 1.887 1.979 3.929 -0.277
C 2.428 2.126 2.506 -0.249
C 1.351 2.533 1.488 -0.185
O -1.975 1.634 0.332 0.129
H -1.182 5.797 -2.156 0.034
H 0.000 5.890 -0.850 0.010
H 0.222 4.707 -2.133 0.033
H -1.867 4.723 0.095 0.100
H -2.067 3.677 -1.338 0.102
H 0.232 1.142 5.007 0.107
H 1.006 0.029 3.866 0.121
H 1.618 2.970 4.306 0.079
H 2.675 1.584 4.580 0.089
H 3.242 2.863 2.495 0.063
H 2.861 1.174 2.175 0.106
H 1.694 2.209 0.491 0.116
H 1.286 3.644 1.430 0.096
C -1.538 -5.308 0.148 -0.187
C -2.181 -4.113 -0.369 -0.196
C -1.858 -3.008 0.511 -0.169
C -1.014 -3.513 1.577 -0.171
C -0.815 -4.939 1.357 -0.201
Fe -0.216 -3.888 -0.195 0.144
C 1.766 -3.714 -0.107 -0.185
C 1.383 -4.656 -1.137 -0.178
C 0.478 -4.005 -2.042 -0.132
C 0.297 -2.611 -1.601 -0.323
C -0.696 -1.693 -2.053 -0.019
C -0.455 -0.330 -2.277 -0.228
C -1.464 0.459 -2.882 -0.053
C -1.211 1.777 -3.216 -0.116
C 0.044 2.334 -2.976 -0.145
C 1.040 1.599 -2.337 -0.117
C 0.820 0.268 -2.032 -0.028
C 1.113 -2.459 -0.376 -0.132
H -1.656 -6.307 -0.255 0.087
H -2.858 -4.072 -1.213 0.084
H -2.245 -1.997 0.438 0.107
H -0.690 -2.937 2.442 0.097
H -0.308 -5.624 2.034 0.078
H 2.474 -3.915 0.694 0.085
H 1.782 -5.661 -1.238 0.086
H 0.058 -4.388 -2.970 0.100
H -1.636 -2.135 -2.412 0.115
H -2.424 -0.009 -3.119 0.106
H -1.978 2.380 -3.701 0.092
H 0.269 3.323 -3.363 0.074
H 2.014 2.042 -2.138 0.086
H 1.647 -0.348 -1.664 0.101
H 1.207 -1.523 0.166 0.107
```

Output
E_LUMO (alpha / beta)	4.8907 / 3.2672	eV
energy	-2496.70590	Ha
⟨S²⟩	6.0822
total charge	-2
gap between HOMO and LUMO (alpha / beta)	2.2 / 4.5	eV
spin multiplicity	5


Density functional theory data (ωB97M-V/def2-TZVPD) for C26H28I2N4O8PPt as an isolated structure at a distorted geometry.

XYZ file:
```
70
Properties=species:S:1:pos:R:3:lowdin_charge:R:1
Pt 0.057 0.444 0.375 1.133
I 2.085 -6.656 0.773 1.075
C 1.037 -4.847 0.926 -0.642
C -0.141 -4.665 0.206 -0.185
C -0.807 -3.469 0.308 -0.550
I -2.554 -3.073 -0.766 1.136
C -0.351 -2.398 1.144 -0.419
O -1.032 -1.344 1.284 -0.075
C 0.905 -2.608 1.815 -0.104
C 1.477 -1.438 2.569 -0.119
N 1.837 -0.354 1.645 -0.148
C 2.457 0.793 2.292 -0.123
C 1.399 1.607 2.984 -0.256
C 1.680 2.494 4.015 0.015
C 0.631 3.136 4.653 -0.015
C -0.671 2.823 4.287 -0.022
C -0.862 1.930 3.247 -0.128
N 0.148 1.383 2.583 0.033
C 1.557 -3.809 1.712 -0.080
H -0.533 -5.455 -0.416 0.101
H 2.367 -1.771 3.116 0.141
H 0.734 -1.064 3.282 0.135
H 2.465 -0.748 0.935 0.083
H 2.969 1.396 1.534 0.149
H 3.216 0.488 3.025 0.142
H 2.700 2.667 4.316 0.129
H 0.828 3.841 5.445 0.123
H -1.523 3.249 4.796 0.121
H -1.848 1.596 2.963 0.117
H 2.502 -3.954 2.217 0.121
O -0.983 0.224 -3.854 0.081
C -0.563 -0.294 -2.842 -0.630
O -0.949 -0.147 -1.656 -0.242
C 0.564 -1.332 -3.017 -0.033
C 0.599 -2.133 -4.121 0.078
C 1.555 -3.152 -4.197 -0.130
C 2.377 -3.420 -3.122 0.088
C 2.348 -2.598 -2.007 -0.063
C 1.510 -1.425 -1.940 -0.297
O 1.624 -0.579 -1.022 -0.139
N 3.148 -2.968 -0.889 -0.332
O 3.334 -2.166 0.013 0.041
O 3.565 -4.107 -0.863 0.028
N 1.653 -3.936 -5.409 -0.373
O 0.900 -3.654 -6.309 0.095
O 2.489 -4.806 -5.424 0.089
H -0.094 -2.002 -4.942 0.139
H 3.051 -4.265 -3.147 0.135
C -4.536 1.665 -0.110 -0.123
C -3.180 0.969 -0.151 -0.387
P -1.689 2.025 -0.390 0.969
C -1.878 2.678 -2.107 -0.341
C -0.776 3.602 -2.601 -0.117
C -2.032 3.513 0.664 -0.363
C -0.818 4.389 0.953 -0.133
H -5.306 0.902 -0.018 0.081
H -4.733 2.221 -1.023 0.074
H -4.634 2.335 0.740 0.066
H -3.153 0.260 -0.981 0.059
H -3.017 0.395 0.767 0.065
H -2.836 3.206 -2.103 0.092
H -1.961 1.824 -2.786 0.064
H -0.757 4.541 -2.053 0.055
H -0.953 3.829 -3.650 0.087
H 0.195 3.118 -2.521 0.079
H -2.443 3.154 1.607 0.055
H -2.803 4.103 0.161 0.100
H 0.017 3.799 1.332 0.050
H -1.076 5.139 1.700 0.083
H -0.492 4.903 0.054 0.060
```

Output
E_LUMO (alpha / beta)	-6.8225 / -6.7930	eV
energy	-2884.04066	Ha
total charge	+1
gap between HOMO and LUMO (alpha / beta)	3.5 / 3.6	eV


Density functional theory data (ωB97M-V/def2-TZVPD) for C26H28IrN2O5PS as an isolated structure at a distorted geometry.

XYZ file:
```
64
Properties=species:S:1:pos:R:3:lowdin_charge:R:1
Ir -0.301 0.197 -0.257 1.253
O 0.643 1.989 -0.740 -0.466
S -0.091 2.134 -2.078 0.581
O -0.333 3.452 -2.513 -0.180
O -1.274 1.234 -1.859 -0.369
C 0.942 1.226 -3.191 -0.277
C 0.882 1.542 -4.532 -0.015
C 1.607 0.778 -5.441 -0.018
C 2.362 -0.291 -4.995 -0.021
C 2.414 -0.607 -3.640 -0.040
C 1.713 0.151 -2.715 -0.303
P 1.794 -0.262 -0.943 1.017
C 3.081 0.717 -0.174 -0.348
C 3.647 1.815 -0.818 -0.057
C 4.670 2.517 -0.201 -0.038
C 5.112 2.139 1.059 -0.039
C 4.538 1.053 1.709 -0.053
C 3.526 0.338 1.094 -0.087
C 2.333 -1.962 -0.696 -0.332
C 3.665 -2.276 -0.984 -0.082
C 4.132 -3.565 -0.793 -0.039
C 3.284 -4.543 -0.287 -0.042
C 1.973 -4.226 0.035 -0.063
C 1.494 -2.940 -0.171 -0.091
H 0.286 2.384 -4.860 0.132
H 1.573 1.021 -6.494 0.126
H 2.918 -0.892 -5.701 0.124
H 3.004 -1.455 -3.320 0.105
H 3.301 2.120 -1.797 0.114
H 5.120 3.362 -0.704 0.121
H 5.910 2.691 1.536 0.120
H 4.889 0.760 2.689 0.115
H 3.095 -0.524 1.591 0.107
H 4.344 -1.512 -1.342 0.122
H 5.162 -3.802 -1.022 0.122
H 3.655 -5.546 -0.125 0.120
H 1.326 -4.981 0.463 0.110
H 0.480 -2.690 0.109 0.075
C -1.121 -0.462 4.993 -0.067
C 0.223 -0.333 4.266 -0.180
C 0.057 -0.166 2.828 -0.079
N -0.085 -0.041 1.699 0.034
H -0.932 -0.639 6.049 0.090
H -1.702 -1.296 4.604 0.082
H -1.705 0.452 4.898 0.089
H 0.848 -1.217 4.413 0.133
H 0.788 0.529 4.627 0.136
O -1.404 -1.479 -0.333 -0.243
C -1.402 -1.972 -1.561 -0.587
O -0.658 -1.620 -2.445 0.094
C -2.408 -3.084 -1.802 -0.138
N -3.323 -3.257 -0.603 0.115
C -3.388 -4.736 -0.252 -0.074
C -2.816 -5.429 -1.480 -0.135
C -1.754 -4.457 -1.984 -0.095
H -3.022 -2.815 -2.659 0.178
H -4.250 -2.882 -0.795 0.189
H -2.924 -2.694 0.156 0.157
H -4.416 -4.998 -0.021 0.137
H -2.775 -4.883 0.634 0.136
H -3.595 -5.572 -2.231 0.131
H -2.412 -6.408 -1.231 0.132
H -1.481 -4.617 -3.023 0.141
H -0.843 -4.519 -1.384 0.119
```

Output
E_LUMO	-6.5451	eV
energy	-2336.66515	Ha
total charge	+2
gap between HOMO and LUMO	7.9	eV


Density functional theory data (ωB97M-V/def2-TZVPD) for C26H28N11O2SSeSnTe4 as an isolated structure.

XYZ file:
```
74
Properties=species:S:1:pos:R:3:lowdin_charge:R:1
Sn 0.249 -2.631 0.362 0.567
N 0.036 -2.476 -8.655 0.076
C 0.155 -2.431 -7.258 -0.333
C 1.335 -1.991 -6.663 -0.038
C 1.437 -1.913 -5.284 -0.060
C 0.362 -2.274 -4.490 -0.287
C -0.821 -2.704 -5.071 -0.055
C -0.926 -2.780 -6.447 -0.041
S 0.511 -2.190 -2.728 0.459
O -0.034 -3.446 -2.212 -0.449
O 1.913 -1.966 -2.444 -0.355
N -0.463 -1.074 -2.180 -0.141
C -0.125 0.232 -2.307 -0.470
N -0.857 1.073 -1.533 0.135
C -0.520 2.343 -1.543 -0.161
C 0.512 2.853 -2.327 -0.092
C 1.146 1.930 -3.137 -0.165
N 0.848 0.640 -3.146 0.121
H 0.914 -2.593 -9.136 0.078
H -0.652 -3.133 -8.988 0.078
H 2.176 -1.708 -7.286 0.104
H 2.344 -1.570 -4.805 0.108
H -1.653 -2.991 -4.441 0.117
H -1.850 -3.119 -6.902 0.105
H -1.100 2.994 -0.893 0.096
H 0.783 3.899 -2.318 0.080
H 1.935 2.241 -3.818 0.099
N 3.810 -0.759 2.233 0.102
C 4.210 -0.092 1.095 -0.093
C 3.061 0.243 0.444 -0.127
N 1.972 -0.199 1.148 0.071
C 2.448 -0.802 2.207 -0.364
C 1.622 -1.542 3.152 -0.392
N 0.314 -1.618 3.083 0.041
C -0.058 -2.528 4.043 -0.173
C 1.037 -3.001 4.694 -0.110
N 2.110 -2.349 4.130 0.100
H 4.419 -1.225 2.880 0.141
H 5.249 0.055 0.859 0.100
H 2.946 0.744 -0.503 0.101
H -1.088 -2.813 4.174 0.082
H 1.159 -3.758 5.447 0.104
H 3.072 -2.602 4.271 0.141
Te 2.260 -4.587 1.040 -0.004
Te 1.378 -6.479 2.788 -0.155
Te -1.362 -6.403 2.579 -0.134
Te -2.066 -4.115 1.215 0.089
C -2.568 4.082 3.244 -0.058
N -1.195 4.423 3.545 -0.143
C -0.709 5.675 3.867 -0.065
C 0.624 5.552 4.026 -0.066
N 0.940 4.226 3.802 -0.143
C 2.270 3.654 3.801 -0.050
C -0.180 3.518 3.493 -0.764
Se -0.301 1.748 3.051 0.646
H -3.201 4.927 3.508 0.086
H -2.852 3.199 3.814 0.068
H -2.676 3.843 2.185 0.085
H -1.351 6.532 3.960 0.111
H 1.370 6.282 4.284 0.112
H 2.915 4.268 4.427 0.085
H 2.666 3.604 2.786 0.095
H 2.210 2.640 4.191 0.058
C -4.444 1.055 0.630 -0.094
C -4.083 0.475 -0.573 -0.079
C -3.375 -0.718 -0.551 -0.153
N -3.042 -1.337 0.577 -0.029
C -3.375 -0.763 1.730 -0.177
C -4.074 0.429 1.811 -0.086
H -4.993 1.990 0.649 0.096
H -4.317 0.942 -1.520 0.098
H -3.039 -1.188 -1.467 0.096
H -3.060 -1.291 2.624 0.083
H -4.308 0.852 2.778 0.093
```

Output
E_LUMO	2.0580	eV
energy	-5846.52329	Ha
total charge	-1
gap between HOMO and LUMO	5.5	eV


Density functional theory data (ωB97M-V/def2-TZVPD) for C26H28N4NiS2 as an isolated structure at a distorted geometry.

XYZ file:
```
61
Properties=species:S:1:pos:R:3:lowdin_charge:R:1
Ni 0.009 0.008 -0.003 0.690
C 2.727 -0.326 -1.051 -0.034
N 2.096 0.121 0.211 -0.289
C 2.653 -0.645 1.346 -0.038
C 2.421 1.547 0.444 -0.165
C 1.551 2.429 -0.410 -0.164
N 0.123 2.095 -0.205 -0.288
C -0.628 2.655 -1.349 -0.038
C -0.348 2.717 1.054 -0.035
H 3.816 -0.276 -0.964 0.117
H 2.418 0.308 -1.879 0.098
H 2.444 -1.348 -1.290 0.075
H 3.727 -0.461 1.426 0.117
H 2.503 -1.712 1.220 0.072
H 2.174 -0.342 2.275 0.107
H 3.473 1.738 0.212 0.149
H 2.272 1.766 1.500 0.123
H 1.788 2.299 -1.466 0.124
H 1.735 3.477 -0.158 0.149
H -0.447 3.730 -1.421 0.117
H -1.697 2.499 -1.241 0.072
H -0.308 2.181 -2.276 0.106
H -0.321 3.806 0.968 0.117
H 0.287 2.421 1.886 0.098
H -1.365 2.412 1.286 0.075
S -7.017 1.382 0.167 1.098
C -7.341 3.047 0.133 -0.376
C -6.200 3.797 0.094 -0.156
C -5.040 3.002 0.092 -0.114
C -5.301 1.650 0.132 -0.475
C -4.368 0.539 0.123 -0.166
C -2.978 0.782 0.137 -0.044
N -2.054 -0.157 0.079 0.088
C -2.450 -1.450 0.035 -0.138
C -3.805 -1.810 0.064 -0.108
C -4.155 -3.200 0.039 0.019
C -3.201 -4.154 -0.021 0.019
C -1.811 -3.804 -0.057 -0.108
C -0.793 -4.761 -0.102 0.068
C 0.537 -4.367 -0.138 -0.166
C 0.779 -2.977 -0.158 -0.044
N -0.158 -2.054 -0.091 0.087
C -1.451 -2.450 -0.033 -0.138
C 1.648 -5.300 -0.152 -0.476
C 3.000 -5.038 -0.120 -0.114
C 3.796 -6.197 -0.119 -0.156
C 3.048 -7.339 -0.149 -0.376
S 1.383 -7.016 -0.177 1.098
C -4.762 -0.791 0.100 0.068
H -8.360 3.401 0.144 0.084
H -6.196 4.876 0.072 0.116
H -4.049 3.434 0.060 0.106
H -2.641 1.802 0.218 0.068
H -5.204 -3.464 0.072 0.134
H -3.466 -5.203 -0.048 0.134
H -1.060 -5.811 -0.116 0.119
H 1.799 -2.640 -0.255 0.068
H 3.431 -4.046 -0.095 0.106
H 4.875 -6.192 -0.103 0.116
H 3.403 -8.357 -0.156 0.084
H -5.811 -1.058 0.116 0.119
```

Output
E_LUMO (alpha / beta)	-7.0097 / -7.0140	eV
energy	-3530.79098	Ha
total charge	+2
gap between HOMO and LUMO (alpha / beta)	6.0 / 6.0	eV


Question: What is the formula in the third record?
Answer: C26H28FeO3


Question: Number 2 is which compound?
Answer: C26H28FN5O5S